Record 1
# C21H54N2O7

5 unconnected molecules or ions with the total composition C21H54N2O7 (ωB97M-V/def2-TZVPD, the Open Molecules 2025 dataset).

spin multiplicity = 1
SMILES string = COCCNCCOC.COCCNCCOC.CC(C)O.CC(C)O.CC(C)O
energy relative to the best compared isomer or geometry (same formula, charge and spin) = 104.1 kcal per mole

The geometry in XYZ format:
```
84
C21H54N2O7 | the Open Molecules 2025 dataset | ωB97M-V/def2-TZVPD
C 4.701 6.787 -4.677
O 5.124 6.283 -3.443
C 6.206 7.085 -2.905
C 6.561 6.558 -1.495
N 6.123 7.258 -0.293
C 4.713 7.238 -0.186
C 3.969 5.912 -0.411
O 4.824 4.759 -0.086
C 4.314 3.538 -0.702
H 3.698 6.471 -4.964
H 5.430 6.581 -5.460
H 4.527 7.862 -4.697
H 5.868 8.121 -2.894
H 7.038 6.996 -3.604
H 7.651 6.556 -1.467
H 6.382 5.497 -1.317
H 6.206 6.590 0.460
H 4.306 7.853 -0.988
H 4.484 7.660 0.793
H 3.596 5.771 -1.426
H 3.127 5.788 0.269
H 4.518 3.506 -1.772
H 3.233 3.498 -0.567
H 4.683 2.634 -0.217
C 2.931 -4.714 -1.852
O 2.571 -4.593 -0.571
C 3.496 -5.124 0.269
C 3.056 -5.090 1.796
N 1.592 -5.494 1.847
C 0.888 -5.572 3.120
C 1.024 -4.251 3.940
O 0.068 -4.228 5.005
C 0.399 -4.904 6.249
H 3.986 -4.633 -2.114
H 2.327 -4.018 -2.433
H 2.555 -5.691 -2.156
H 4.530 -4.833 0.082
H 3.739 -6.159 0.026
H 3.165 -4.117 2.275
H 3.521 -5.817 2.461
H 1.159 -4.985 1.090
H 1.452 -6.291 3.714
H -0.149 -5.839 2.916
H 1.153 -3.315 3.396
H 2.074 -4.224 4.232
H 0.563 -5.930 5.919
H -0.322 -4.838 7.064
H 1.333 -4.541 6.676
C -3.702 -1.438 -1.790
C -2.509 -0.844 -0.917
C -2.844 -0.211 0.505
O -1.564 -1.777 -0.707
H -3.279 -2.083 -2.559
H -4.316 -0.638 -2.204
H -4.342 -2.060 -1.164
H -2.057 -0.006 -1.448
H -2.040 0.468 0.788
H -3.010 -0.941 1.297
H -3.819 0.278 0.491
H -1.255 -2.007 -1.587
C -6.626 -4.371 -10.178
C -7.945 -4.023 -9.429
C -7.833 -4.367 -7.899
O -8.274 -2.680 -9.527
H -6.676 -3.977 -11.193
H -6.682 -5.445 -10.356
H -5.643 -4.120 -9.780
H -8.767 -4.597 -9.856
H -8.746 -4.119 -7.357
H -6.960 -3.978 -7.374
H -7.721 -5.451 -7.851
H -9.165 -2.660 -9.884
C -3.500 3.576 10.294
C -3.685 3.188 8.821
C -3.010 1.768 8.459
O -4.999 2.987 8.529
H -4.386 4.205 10.377
H -2.675 4.279 10.413
H -3.584 2.807 11.062
H -3.228 3.863 8.098
H -3.136 1.498 7.411
H -3.438 1.049 9.158
H -1.940 1.918 8.601
H -5.041 2.307 7.852
```

Atomic partial charges in e from the Mulliken method, atoms 1 to 8: atom 1 (C): -0.887, atom 2 (O): -0.232, atom 3 (C): -0.687, atom 4 (C): -0.465, atom 5 (N): -0.551, atom 6 (C): -0.834, atom 7 (C): -0.390, atom 8 (O): -0.413

=====

Record 2
# C21H55Ag3NO20P3

A molecular structure, C21H55Ag3NO20P3 (ωB97M-V/def2-TZVPD, the Open Molecules 2025 dataset).

spin multiplicity = 1
charge = +2

The geometry in XYZ format:
```
103
C21H55Ag3NO20P3 | the Open Molecules 2025 dataset | ωB97M-V/def2-TZVPD
Ag -1.428 3.294 -2.269
Ag 1.756 2.759 -2.196
Ag -1.556 0.703 -4.210
N -0.096 0.580 -1.192
O -0.059 1.797 -0.755
O 0.982 0.058 -1.479
O -1.100 0.047 -1.585
C -5.610 5.672 0.204
O -4.436 6.010 0.949
P -3.260 4.824 0.781
O -2.705 4.433 -0.546
O -2.143 5.361 1.849
C -2.607 5.771 3.136
O -3.932 3.540 1.562
C -3.241 2.266 1.559
H -5.747 4.600 0.346
H -5.671 5.932 -0.852
H -6.481 6.134 0.669
H -2.537 6.848 3.285
H -1.998 5.236 3.865
H -3.608 5.484 3.460
H -3.325 1.925 2.591
H -2.200 2.183 1.247
H -3.801 1.539 0.971
C 1.871 1.789 6.090
O 1.349 0.505 6.176
P 1.060 -0.429 4.863
O 0.140 -1.610 5.006
O 0.701 0.709 3.708
C 0.329 0.284 2.385
O 2.424 -1.027 4.190
C 2.763 -2.451 4.439
H 2.861 1.754 6.546
H 1.311 2.440 6.762
H 1.886 2.286 5.120
H -0.585 0.841 2.179
H 0.278 -0.804 2.432
H 1.097 0.602 1.681
H 3.773 -2.536 4.038
H 2.082 -3.075 3.859
H 2.799 -2.636 5.513
C -6.448 -2.119 3.754
O -5.424 -2.646 2.918
P -4.249 -1.695 2.313
O -4.854 -0.727 1.387
O -3.172 -2.796 1.716
C -2.011 -2.356 0.989
O -3.604 -1.099 3.670
C -3.271 -2.018 4.633
H -6.188 -1.095 4.020
H -6.434 -2.811 4.597
H -7.390 -2.350 3.256
H -2.207 -1.305 0.777
H -1.861 -2.991 0.116
H -1.099 -2.459 1.578
H -3.854 -1.762 5.517
H -2.201 -1.898 4.808
H -3.449 -3.068 4.404
C 2.801 4.269 -4.883
O 3.701 4.223 -3.808
C 4.992 3.591 -3.963
C 4.940 2.055 -3.662
O 4.009 1.909 -2.499
C 3.972 0.518 -2.158
H 2.506 3.292 -5.267
H 3.224 4.839 -5.710
H 1.845 4.776 -4.750
H 5.647 4.043 -3.217
H 5.524 3.958 -4.840
H 5.979 1.970 -3.343
H 4.748 1.476 -4.566
H 4.911 0.001 -2.354
H 3.182 0.000 -2.702
H 3.686 0.373 -1.116
C 0.647 -3.404 -7.852
O 0.548 -2.508 -6.768
C 0.772 -3.033 -5.447
C 0.247 -2.153 -4.257
O -1.072 -1.650 -4.370
C -2.079 -2.601 -4.057
H -0.048 -4.213 -7.631
H 1.661 -3.765 -8.024
H 0.306 -2.922 -8.768
H 1.849 -3.167 -5.354
H 0.295 -4.013 -5.430
H 0.836 -1.251 -4.092
H 0.435 -2.697 -3.331
H -2.204 -2.612 -2.974
H -1.844 -3.602 -4.421
H -2.996 -2.292 -4.558
C 4.043 -3.962 1.363
C 3.853 -2.467 0.981
C 2.566 -2.402 0.169
O 1.959 -3.670 0.327
C 2.981 -4.616 0.477
H 3.857 -4.232 2.403
H 5.025 -4.334 1.069
H 4.739 -2.011 0.539
H 3.565 -1.958 1.901
H 2.772 -2.134 -0.867
H 1.821 -1.655 0.443
H 3.502 -4.877 -0.444
H 2.682 -5.537 0.978
```

Atomic partial charges in e from the Mulliken method, atoms 1 to 8: atom 1 (Ag): 0.837, atom 2 (Ag): 0.646, atom 3 (Ag): 0.751, atom 4 (N): 0.887, atom 5 (O): -0.586, atom 6 (O): -0.203, atom 7 (O): -0.561, atom 8 (C): -0.638

=====

Listing calculated total energy for the structures above in their given order: -1468.43068; -3856.97216 a.u..
Listing max |F| for the structures above in their given order: 4.582; 4.082 eV/A.
Listing highest occupied orbital energy for the structures above in their given order: -8.1; -13.5 eV.